This record from the OMol25 dataset describes a 6-piece molecular cluster, C25H59ClNO8S overall. The level of theory is ωB97M-V/def2-TZVPD.

XYZ file:
```
95
Properties=species:S:1:pos:R:3:forces:R:3
C 7.005504 0.486088 5.067727 0.487 -0.752 -0.701
C 6.912765 -0.783297 4.065864 0.783 2.281 -0.323
O 5.582890 -1.363823 4.073828 1.040 -1.562 0.556
C 5.606208 -2.780181 4.280014 -1.373 -0.741 -0.292
C 4.098198 -3.295012 3.939211 1.572 -0.609 0.456
O 3.207998 -2.135828 4.204245 -1.840 0.140 3.132
S 2.550648 -2.260428 5.722621 0.916 0.254 -1.393
Cl 3.921472 -1.669856 7.144350 -1.110 0.062 -1.425
O 1.338704 -1.083287 5.751490 1.814 0.794 -3.206
C 1.308109 -0.378166 4.523060 -0.559 0.605 -3.468
N 1.254016 0.025312 3.383901 0.225 -1.973 6.110
H 7.966227 1.038293 4.757663 -1.367 -0.767 0.798
H 6.146819 1.213875 4.893466 1.008 -1.120 0.309
H 7.068711 0.134292 6.159557 -0.132 0.713 -1.608
H 7.757169 -1.511423 4.281608 -1.273 0.634 -0.151
H 7.077460 -0.348401 3.013128 -0.208 -0.868 1.448
H 5.802997 -3.088841 5.368826 0.161 0.575 -1.504
H 6.288963 -3.334302 3.551574 -0.664 0.757 1.109
H 3.966702 -3.578302 2.849738 -0.135 0.609 1.419
H 3.770525 -4.145279 4.637623 0.599 0.930 -1.218
C -2.598765 -0.369823 3.518410 0.056 0.248 0.017
C -3.660102 -1.205127 2.824520 -0.090 0.000 -0.106
O -4.663212 -0.430278 2.185079 -0.041 -0.073 0.150
C -4.219536 0.451635 1.162442 -0.015 0.022 -0.109
C -3.529076 -0.252376 0.007977 0.083 -0.167 -0.011
H -3.062739 0.292221 4.254508 0.037 -0.080 -0.017
H -1.876813 -1.013221 4.030020 -0.078 -0.028 -0.013
H -2.045753 0.258803 2.817847 0.044 -0.082 -0.007
H -4.172582 -1.817550 3.570705 -0.136 0.119 -0.130
H -3.209738 -1.903733 2.110621 0.093 0.041 -0.006
H -3.581422 1.233298 1.587290 0.086 -0.012 -0.022
H -5.111542 0.957619 0.783097 -0.010 -0.149 0.207
H -2.620388 -0.766939 0.328685 0.035 0.084 -0.036
H -3.249770 0.467377 -0.765403 -0.056 -0.037 0.059
H -4.190608 -1.002904 -0.433427 0.019 0.102 0.015
C -3.271541 -2.279065 -3.956032 0.043 -0.133 -0.083
C -4.299898 -1.176374 -3.778779 -0.073 -0.006 -0.104
O -5.011403 -0.866538 -4.968451 0.114 0.188 0.032
C -5.764291 -1.926565 -5.544558 -0.137 -0.053 -0.024
C -6.838294 -2.480512 -4.626326 -0.054 -0.047 0.174
H -2.554438 -2.011861 -4.736916 -0.042 0.020 0.082
H -2.727401 -2.445153 -3.022220 -0.032 0.036 -0.051
H -3.732921 -3.224598 -4.246249 0.003 0.003 0.093
H -3.785836 -0.259372 -3.478639 -0.137 0.041 -0.171
H -5.001045 -1.414190 -2.971048 0.021 -0.102 0.008
H -5.095287 -2.719680 -5.893604 -0.010 -0.072 0.056
H -6.243090 -1.515147 -6.437528 0.160 0.115 0.123
H -6.414317 -2.917703 -3.719457 -0.005 -0.058 -0.052
H -7.410576 -3.259212 -5.136655 0.065 0.089 -0.044
H -7.523867 -1.686715 -4.316295 0.048 -0.041 -0.066
C 7.727200 5.237715 6.561191 -0.132 0.033 -0.075
C 9.071527 4.687839 6.119860 -0.007 0.040 0.008
O 8.990373 3.822008 4.993676 -0.005 -0.254 0.012
C 8.461676 4.388677 3.801036 0.051 0.058 -0.047
C 9.262416 5.568633 3.280575 0.107 0.106 0.072
H 7.036635 4.421626 6.791993 0.071 0.037 0.029
H 7.845021 5.859441 7.452158 0.005 -0.069 -0.063
H 7.262061 5.849702 5.786375 0.049 0.064 0.059
H 9.495747 4.094861 6.934034 0.009 -0.102 -0.204
H 9.784502 5.495596 5.924334 -0.080 0.045 -0.008
H 7.409601 4.656451 3.943362 -0.010 0.104 0.013
H 8.476239 3.594853 3.048079 0.062 -0.063 0.216
H 9.271540 6.399396 3.988921 -0.076 0.005 -0.072
H 8.836724 5.934206 2.343008 0.026 -0.057 0.065
H 10.301676 5.278076 3.104593 -0.104 -0.009 -0.022
C 1.158446 3.910974 -1.191281 -0.107 0.058 0.086
C 2.613001 3.506324 -1.033647 -0.049 0.026 -0.009
O 3.259350 4.124840 0.072522 0.144 0.044 0.024
C 2.705700 3.858530 1.352083 0.057 0.020 -0.045
C 2.707193 2.385666 1.721910 0.020 -0.093 -0.104
H 1.071812 4.995886 -1.293196 0.031 -0.090 -0.036
H 0.727112 3.440224 -2.078296 0.057 0.047 0.055
H 0.556405 3.614810 -0.330055 -0.017 -0.072 -0.056
H 3.164899 3.815589 -1.924564 0.096 0.063 0.206
H 2.716323 2.417312 -0.970792 -0.082 -0.017 0.021
H 1.699483 4.283228 1.425151 -0.067 -0.089 0.007
H 3.320985 4.403314 2.074055 0.035 0.046 -0.230
H 2.095562 1.792948 1.038544 -0.057 0.022 0.108
H 2.311827 2.245694 2.730288 0.042 0.081 -0.095
H 3.723563 1.982513 1.683865 -0.040 0.060 0.028
C -7.627119 -3.652580 -9.901328 -0.065 0.135 -0.039
C -7.745612 -4.638114 -8.752885 -0.020 0.019 -0.029
O -8.334831 -4.081545 -7.583962 0.138 0.005 0.170
C -9.657980 -3.581780 -7.723185 -0.075 -0.014 0.012
C -10.663738 -4.633021 -8.157209 0.024 -0.159 -0.084
H -7.047677 -2.776932 -9.596298 -0.001 -0.090 -0.018
H -7.130535 -4.121432 -10.754608 -0.022 0.025 0.083
H -8.603059 -3.297487 -10.236961 0.022 -0.075 -0.056
H -6.744101 -4.968334 -8.465359 -0.125 0.068 0.177
H -8.290088 -5.538135 -9.058247 -0.035 0.048 -0.065
H -9.668372 -2.721496 -8.399907 -0.033 -0.032 -0.081
H -9.949118 -3.201313 -6.739686 0.230 -0.063 -0.030
H -10.428284 -5.040470 -9.142507 -0.068 0.077 -0.004
H -11.667344 -4.203458 -8.204879 0.082 -0.014 0.029
H -10.672576 -5.468586 -7.451871 -0.019 0.098 -0.020
```
Positions in Å, forces in eV/Å.

## Properties
Frontier orbital gap, eV: 4.50
Total charge: +1
Energy relative to the best compared isomer or geometry (same formula, charge and spin), kcal per mole: 46.3
Molecular weight, g mol⁻¹: 569.27
E_tot, eV: -68093.977